Record 1
The following is a DFT calculation (ωB97M-V/def2-TZVPD) of a cluster of 8 separate species, C25H47Cl9O8 in total at a distorted geometry.

ORCA input file:
```
! wB97M-V def2-TZVPD RIJCOSX def2/J DEFGRID3
* xyz 0 1
O 1.4595 1.4480 -4.9156
C 1.9285 0.9008 -3.9410
C 2.3489 1.6103 -2.7373
C 3.0011 0.9739 -1.7838
O 3.3755 1.5590 -0.6605
C 3.2168 -0.5182 -1.8214
O 3.7324 -1.0412 -0.8585
C 2.7441 -1.2446 -3.0024
C 2.0956 -0.5986 -3.9687
O 1.6312 -1.2131 -5.0454
H 2.1143 2.6636 -2.6525
H 3.9168 0.9173 -0.1642
H 2.8717 -2.3205 -3.0226
H 1.1784 -0.5609 -5.6043
Cl 0.5612 -7.4349 -1.4408
C -1.1573 -7.4049 -1.0780
Cl -1.8450 -5.8670 -1.5767
Cl -1.4508 -7.7168 0.6321
H -1.6368 -8.1882 -1.6454
Cl 2.7340 5.7381 1.1274
C 3.1279 4.1097 1.6811
Cl 1.7091 3.0525 1.5961
Cl 3.8018 4.1436 3.2950
H 3.8382 3.7028 0.9758
Cl -6.0873 1.6447 0.6782
C -4.4456 1.5767 0.0348
Cl -4.1446 0.0065 -0.6776
Cl -3.2636 1.9543 1.2747
H -4.3742 2.3229 -0.7421
C 0.3631 -0.9499 4.0412
C 0.0277 -2.0675 4.9965
O -1.2268 -1.8004 5.5864
C -1.5141 -2.6472 6.6710
C -2.8200 -2.1860 7.3103
H -0.2721 -1.0112 3.1520
H 0.1886 0.0233 4.4987
H 1.3908 -1.0192 3.6846
H 0.0070 -3.0204 4.4394
H 0.8145 -2.1766 5.7588
H -1.5639 -3.6881 6.3229
H -0.6937 -2.5859 7.4054
H -3.1672 -2.9155 8.0424
H -3.6004 -2.1250 6.5465
H -2.7068 -1.2041 7.7605
C -0.6017 -2.2672 -1.3456
C 0.3857 -1.7345 -0.3066
O 0.6481 -0.3515 -0.5094
C -0.3685 0.5324 -0.0395
C -0.5532 1.5997 -1.0777
H -0.4215 -1.7121 -2.2707
H -0.4366 -3.3151 -1.5897
H -1.6493 -2.1361 -1.0699
H 0.0522 -1.8752 0.7258
H 1.3486 -2.2294 -0.4393
H -1.2964 0.0041 0.1886
H -0.0322 1.0303 0.8816
H 0.4097 2.0882 -1.2150
H -1.2548 2.3594 -0.7251
H -0.9265 1.1724 -2.0065
C 3.2177 -3.9054 -3.4207
C 1.7847 -4.3279 -3.7326
O 1.8071 -5.2074 -4.8395
C 0.5623 -5.3008 -5.5117
C 0.3611 -4.1890 -6.5378
H 3.5552 -3.1325 -4.1179
H 3.3147 -3.5456 -2.3973
H 3.8912 -4.7476 -3.5832
H 1.3769 -4.8057 -2.8316
H 1.1815 -3.4476 -3.9842
H 0.5776 -6.2543 -6.0386
H -0.2681 -5.2899 -4.7949
H -0.6146 -4.2993 -7.0141
H 1.1463 -4.2272 -7.2942
H 0.4111 -3.1940 -6.0884
C -2.1846 8.9082 3.8377
C -1.4321 8.3646 2.6580
O -1.9474 7.0613 2.3870
C -1.2964 6.4381 1.3048
C -1.9755 5.1192 0.9837
H -1.9166 9.9325 4.0873
H -3.2557 8.7888 3.6818
H -1.9378 8.3012 4.7151
H -1.5279 8.9993 1.7680
H -0.3632 8.2627 2.8987
H -1.3152 7.0873 0.4178
H -0.2413 6.2454 1.5487
H -1.8878 4.9471 -0.0993
H -3.0441 5.1516 1.1846
H -1.4913 4.2597 1.4389
*
```

Its SMILES is O=C1C=C(O)C(=O)C=C1O.ClC(Cl)Cl.ClC(Cl)Cl.ClC(Cl)Cl.CCOCC.CCOCC.CCOCC.CCOCC. The value obtained for the orbital gap is 8.3450 eV.

---

Record 2
The following is a DFT calculation (ωB97M-V/def2-TZVPD) of a structure of composition C25H48AsInN3O6P2S at a distorted geometry.

ORCA input file:
```
! wB97M-V def2-TZVPD RIJCOSX def2/J DEFGRID3
* xyz 3 1
In -0.3986 -0.3897 0.2622
C 1.6192 -1.5298 6.4419
C 2.5037 -1.5971 5.2252
C 3.2033 -2.9228 5.0583
O 1.6113 -1.3892 4.0289
P 1.7895 -0.2540 3.0061
O 0.5140 -0.1542 2.1839
C 3.1914 -0.5404 1.9075
P 2.7731 -1.7767 0.6828
O 1.5416 -1.3703 -0.1194
O 3.9067 -2.0430 -0.3213
C 5.3178 -2.4143 0.0599
C 5.7470 -3.4847 -0.9001
C 6.1673 -1.1682 0.0061
O 2.5560 -3.0072 1.5957
C 2.0164 -4.3119 1.1286
C 0.6161 -4.4337 1.6704
C 2.9499 -5.3868 1.6085
O 2.2182 1.0556 3.7009
C 1.3048 1.9750 4.4796
C 1.0336 3.1790 3.6135
C 2.0180 2.3188 5.7628
H 2.2284 -1.6614 7.3397
H 0.8762 -2.3331 6.4082
H 1.0955 -0.5730 6.5135
H 3.2321 -0.7891 5.2479
H 2.4824 -3.7445 5.1315
H 3.9340 -3.0416 5.8622
H 3.7256 -2.9928 4.0992
H 4.0537 -0.8787 2.4960
H 3.4181 0.4137 1.4239
H 5.2898 -2.8173 1.0752
H 5.7079 -3.1098 -1.9271
H 5.1139 -4.3736 -0.8212
H 6.7754 -3.7755 -0.6770
H 6.1176 -0.7228 -0.9930
H 7.2076 -1.4264 0.2156
H 5.8487 -0.4190 0.7404
H 2.0042 -4.2981 0.0426
H 0.6311 -4.3871 2.7629
H 0.1809 -5.3894 1.3703
H -0.0183 -3.6246 1.3078
H 2.9993 -5.3883 2.7013
H 3.9574 -5.2419 1.2104
H 2.5876 -6.3628 1.2747
H 0.3844 1.4328 4.6843
H 1.9726 3.6867 3.3753
H 0.3907 3.8804 4.1515
H 0.5429 2.8988 2.6846
H 2.9814 2.7891 5.5401
H 2.1964 1.4323 6.3754
H 1.4131 3.0227 6.3417
C -4.5879 1.6857 2.2944
N -4.2952 1.5442 0.8402
C -5.2669 1.5613 -0.1552
C -4.6363 1.4777 -1.3259
N -3.2637 1.4167 -1.0555
C -3.0799 1.4558 0.2887
S -1.6205 1.4751 1.2200
C -2.2440 1.5196 -2.0998
C -2.6214 2.0672 -3.3099
C -1.6595 2.2249 -4.2884
C -0.3501 1.8821 -4.0130
C -0.0751 1.3397 -2.7793
N -1.0077 1.1176 -1.8342
H -5.6285 1.4332 2.4595
H -4.4100 2.7071 2.6124
H -3.9523 1.0204 2.8636
H -6.3238 1.6246 0.0636
H -5.0412 1.4312 -2.3245
H -3.6340 2.4076 -3.4870
H -1.9311 2.6430 -5.2523
H 0.4372 2.0429 -4.7377
H 0.9363 1.0738 -2.5152
C 0.5258 -1.5352 -3.2912
As -0.7459 -1.8901 -1.9030
C -0.5496 -3.7705 -1.5649
C -2.4885 -1.7474 -2.6839
H 0.4555 -2.3604 -3.9887
H 1.5211 -1.5054 -2.8517
H 0.3043 -0.6063 -3.7949
H -0.9316 -4.2865 -2.4402
H -1.1165 -4.0710 -0.6917
H 0.4997 -4.0089 -1.4345
H -2.5837 -2.5410 -3.4194
H -2.6041 -0.7821 -3.1746
H -3.2479 -1.8756 -1.9202
*
```

The value obtained for the orbital gap is 8.1935 eV. Its relative energy (zero: lowest compared OMol25 entry of this formula, charge and spin) is 31.5 kcal per mole.

---

Record 3
The following is a DFT calculation (ωB97M-V/def2-TZVPD) of a structure of composition C25H48Cl2IrN7Si2.

ORCA input file:
```
! wB97M-V def2-TZVPD RIJCOSX def2/J DEFGRID3
* xyz 2 5
Ir 0.6386 -0.1062 -0.5461
C 1.0074 -2.9641 1.9656
Si 0.1017 -1.5931 2.8778
C 0.5694 -1.7052 4.6879
C -1.7486 -1.7650 2.6737
C 0.6697 0.0644 2.1698
C 2.1119 0.0935 1.9119
C 3.1333 0.2134 2.8526
C 4.4472 0.2052 2.4269
C 4.7416 0.0776 1.0693
C 3.6980 -0.0319 0.1849
N 2.4171 -0.0247 0.6009
Si -0.0993 1.7226 2.6347
C -1.9011 1.7637 2.1232
C 0.8634 3.0721 1.7555
C 0.0173 1.9758 4.4885
H 0.6683 -3.9387 2.3278
H 2.0855 -2.9125 2.1429
H 0.8457 -2.9344 0.8855
H 0.3399 -2.7160 5.0388
H 0.0185 -1.0062 5.3177
H 1.6371 -1.5488 4.8571
H -2.0890 -2.7203 3.0821
H -2.0120 -1.7338 1.6154
H -2.3002 -0.9740 3.1823
H 2.8867 0.3118 3.9010
H 5.2499 0.2982 3.1473
H 5.7612 0.0682 0.7123
H 3.8603 -0.1328 -0.8816
H -2.0392 1.3507 1.1210
H -2.2563 2.7983 2.1263
H -2.5343 1.2043 2.8126
H 0.7505 3.0236 0.6665
H 1.9317 3.0240 1.9821
H 0.5075 4.0519 2.0852
H -0.6341 1.2932 5.0371
H -0.3027 2.9941 4.7274
H 1.0324 1.8570 4.8739
C 1.6149 -2.7073 -1.9304
N 0.3716 -3.3580 -1.5992
C 0.2667 -4.8146 -1.5385
C -1.2378 -5.0232 -1.3712
N -1.7128 -3.6931 -0.9780
C -3.1035 -3.5366 -0.5855
C -0.7755 -2.7601 -1.2108
N -0.8813 -1.4373 -1.0533
C -2.1736 -0.7571 -1.2292
C -1.9055 0.5193 -1.9958
N -0.7470 1.1904 -1.3864
C -0.5538 2.4974 -1.6203
N 0.6638 3.0649 -1.7295
C 1.9051 2.4282 -2.1182
C 0.5390 4.4845 -2.0732
C -0.9183 4.7745 -1.7549
N -1.5162 3.4317 -1.7085
C -2.8814 3.3250 -1.2024
H 2.2002 -3.3822 -2.5540
H 2.2093 -2.4843 -1.0353
H 1.4305 -1.8045 -2.5134
H 0.8393 -5.2117 -0.6973
H 0.6462 -5.2538 -2.4590
H -1.4727 -5.7412 -0.5887
H -1.7225 -5.3450 -2.2951
H -3.3955 -4.4319 -0.0400
H -3.7628 -3.4336 -1.4492
H -3.2312 -2.6906 0.0805
H -2.6263 -0.5183 -0.2625
H -2.8708 -1.3661 -1.8004
H -2.8013 1.1314 -2.0073
H -1.6507 0.2756 -3.0314
H 1.8730 1.3519 -1.9411
H 2.7215 2.8458 -1.5289
H 2.1002 2.5842 -3.1815
H 0.7591 4.6144 -3.1359
H 1.2359 5.0871 -1.4946
H -1.4040 5.3914 -2.5072
H -1.0386 5.2486 -0.7783
H -3.1811 4.3089 -0.8482
H -2.9407 2.6307 -0.3670
H -3.5789 3.0323 -1.9863
Cl -1.2681 1.9339 -5.7564
C -0.2752 0.4939 -5.9648
Cl 0.6641 0.1517 -4.4861
H 0.4291 0.6532 -6.7705
H -0.9177 -0.3560 -6.1526
*
```

The value obtained for the orbital gap (alpha / beta) is 8.4312 / 7.2673 eV.

---

Record 4
The following is a DFT calculation (ωB97M-V/def2-TZVPD) of a cluster of 10 separate species, C25H48Cl4F7N7O9S2 in total at a distorted geometry.

ORCA input file:
```
! wB97M-V def2-TZVPD RIJCOSX def2/J DEFGRID3
* xyz 0 1
N -2.1130 -3.0112 1.6880
H -2.5435 -2.7276 2.5565
H -1.5257 -3.8297 1.7611
H -1.4317 -2.2896 1.5004
H -2.7718 -2.9716 0.9235
C 0.2142 -1.3873 -1.4973
F -1.0798 -1.8871 -1.3293
F 1.1032 -2.2948 -1.2109
F 0.3038 -1.0054 -2.8314
S 0.5480 0.1859 -0.3904
O 1.8752 0.6451 -0.8135
O -0.5269 1.0326 -0.8124
N 0.3801 -0.4675 1.1993
S 1.5703 0.1093 1.9675
O 2.7797 -0.6542 1.7558
O 1.7163 1.5900 2.0267
C 1.1294 -0.3602 3.8347
F 2.1517 -0.0207 4.6582
F 0.0116 0.1754 4.1638
F 0.9455 -1.6891 3.9079
C -1.8740 6.0092 5.6390
C -2.5739 4.7060 5.1915
O -3.2800 4.0653 5.9802
N -2.3508 4.2833 3.9408
C -2.7431 3.0219 3.4275
H -1.8447 6.9279 5.0532
H -0.8484 5.8185 5.9548
H -2.5452 6.3090 6.4438
H -1.7024 4.7777 3.3447
H -3.7644 3.1055 3.0560
H -2.6133 2.1875 4.1166
H -2.0589 2.7945 2.6100
C -0.3626 -5.8601 -4.8692
C 0.5640 -7.0608 -4.9123
O 0.1582 -8.1837 -4.7072
N 1.7837 -6.9316 -5.4163
C 2.8112 -7.9383 -5.5622
H -0.6509 -5.6911 -3.8317
H -1.2847 -6.0693 -5.4114
H 0.0509 -4.9119 -5.2128
H 1.9694 -5.9519 -5.5766
H 3.7249 -7.6673 -6.0912
H 2.4085 -8.8152 -6.0691
H 3.0873 -8.2991 -4.5714
C -4.0010 1.2449 -4.3629
C -3.2474 1.7977 -5.5964
O -3.8419 1.8040 -6.6986
N -2.0570 2.3890 -5.4819
C -1.3703 2.9961 -6.6328
H -4.0877 1.9627 -3.5472
H -3.5111 0.3122 -4.0834
H -5.0309 1.0285 -4.6468
H -1.5059 2.4854 -4.6411
H -0.3110 2.8171 -6.4481
H -1.6032 4.0597 -6.6845
H -1.5534 2.6072 -7.6344
C -0.2009 6.1602 -1.2330
C -1.0939 7.1090 -0.4124
O -0.9703 7.2143 0.8449
N -1.7907 7.9465 -1.1052
C -2.4914 9.0216 -0.5010
H -0.6825 6.0502 -2.2046
H -0.0509 5.1592 -0.8285
H 0.7870 6.6121 -1.1440
H -1.6272 7.9351 -2.1018
H -1.8838 9.9214 -0.5971
H -2.7117 8.7923 0.5416
H -3.4417 9.1718 -1.0133
C -6.0567 -1.3855 -0.0345
C -6.3518 -2.5616 -0.8422
O -5.4750 -3.3788 -0.7108
N -7.3746 -2.5432 -1.6971
C -7.5783 -3.5081 -2.7668
H -5.6886 -1.8360 0.8872
H -6.9371 -0.7551 0.0907
H -5.2410 -0.8928 -0.5636
H -8.0625 -1.8267 -1.5140
H -8.1907 -4.3389 -2.4163
H -6.6527 -3.8598 -3.2224
H -8.1262 -3.0104 -3.5670
C 5.2461 3.0712 9.0006
Cl 6.4946 1.8041 9.2082
Cl 5.8535 4.1195 7.6979
H 4.2979 2.6704 8.6422
H 5.0859 3.6040 9.9378
C 3.9796 -0.9167 -6.2158
Cl 4.2502 -2.6367 -5.6332
Cl 4.8912 0.2386 -5.1897
H 4.3355 -0.8291 -7.2423
H 2.9156 -0.7627 -6.0363
F 9.5579 -5.6634 6.3185
C 8.7423 -4.7501 5.6813
C 7.8534 -5.2222 4.7992
C 6.9649 -4.2676 4.2318
C 6.9803 -2.9881 4.5905
C 7.7344 -2.6183 5.6355
C 8.6750 -3.4914 6.2105
H 7.6930 -6.2817 4.6643
H 6.2373 -4.6326 3.5219
H 6.4376 -2.1693 4.1416
H 7.6943 -1.6009 5.9956
H 9.2955 -3.1469 7.0246
*
```

The value obtained for the orbital gap is 7.8383 eV. Its relative energy (zero: lowest compared OMol25 entry of this formula, charge and spin) is 0.0 kcal per mole.

---

Record 5
The following is a DFT calculation (ωB97M-V/def2-TZVPD) of a structure of composition C25H48F3O23Rb at a distorted geometry.

ORCA input file:
```
! wB97M-V def2-TZVPD RIJCOSX def2/J DEFGRID3
* xyz 0 1
Rb 3.4254 -2.2453 -0.8276
C -0.0281 -0.9279 0.0990
O 1.0337 -0.5475 -0.8024
O -0.0196 -2.2434 0.2699
C -0.0001 -0.0919 1.4143
F -0.3051 1.2150 1.0820
F -0.9291 -0.4511 2.3081
F 1.2122 -0.0255 2.0101
C 0.6943 0.4900 -1.7180
C 1.9633 0.9302 -2.4700
H 1.7724 1.4543 -3.4046
H 2.5619 1.5798 -1.8260
H 2.5771 0.0552 -2.6946
H 0.3755 1.3709 -1.1641
H 0.0234 0.1219 -2.4965
H -0.9959 -0.6583 -0.3556
C 3.3516 -0.4453 8.5342
O 2.3003 0.1704 7.8603
C 2.3181 0.3912 6.5736
O 3.1862 0.0517 5.8164
O 1.1601 0.9806 6.2531
C 0.9990 1.4232 4.9067
H 3.4733 -1.4826 8.2024
H 3.1485 -0.5314 9.6001
H 4.3411 0.0063 8.4430
H 0.2130 0.7955 4.4715
H 1.8793 1.1708 4.3193
H 0.5884 2.4292 4.9037
C -3.2002 1.2193 -3.0572
O -3.6419 0.2679 -4.0131
C -3.2497 -1.0041 -3.7855
O -2.8653 -1.4044 -2.7277
O -3.5131 -1.6852 -4.8825
C -3.0450 -3.0158 -4.9984
H -3.4722 2.1918 -3.4613
H -2.1335 1.1616 -2.8468
H -3.7668 1.1020 -2.1310
H -2.4416 -3.3973 -4.1774
H -2.5827 -3.2646 -5.9499
H -3.9280 -3.6612 -4.9615
C 0.4364 -0.8494 -7.4322
O -0.0213 -1.0809 -6.1118
C 0.6852 -1.6968 -5.1867
O 1.8442 -2.0301 -5.3309
O -0.0593 -1.9094 -4.1341
C 0.4926 -2.7725 -3.0898
H -0.0695 0.0467 -7.7723
H 0.2506 -1.7303 -8.0448
H 1.5175 -0.6944 -7.4433
H 0.4125 -3.7731 -3.5071
H -0.1692 -2.5510 -2.2558
H 1.5287 -2.5294 -2.8673
C -7.1785 -2.7693 -1.4263
O -6.7030 -1.5610 -0.8748
C -5.4606 -1.5534 -0.3788
O -4.7358 -2.5053 -0.4082
O -5.1844 -0.2972 -0.0368
C -3.8303 -0.1417 0.4588
H -8.1824 -2.5167 -1.7758
H -7.4302 -3.5721 -0.7272
H -6.5399 -3.1401 -2.2226
H -3.4703 -0.8939 1.1590
H -3.8550 0.8165 0.9702
H -3.1921 -0.1872 -0.4218
C -1.9092 -2.8932 4.3338
O -1.9013 -1.8403 5.2875
C -1.2859 -2.0520 6.4596
O -0.6100 -3.0080 6.7187
O -1.5760 -1.0368 7.2406
C -1.0151 -1.0140 8.5489
H -0.9383 -3.3793 4.2687
H -2.1613 -2.5572 3.3298
H -2.7375 -3.5460 4.6199
H -1.5718 -0.2180 9.0363
H 0.0490 -0.7803 8.4920
H -1.1334 -1.9599 9.0768
C 3.5982 1.9413 2.3814
O 4.5647 2.3221 1.3951
C 4.8840 1.4201 0.5154
O 4.3950 0.3328 0.3967
O 5.7665 1.9501 -0.3322
C 6.0979 1.1344 -1.4549
H 3.7439 2.4883 3.3070
H 3.6064 0.8703 2.5735
H 2.6107 2.1861 1.9859
H 7.1115 1.4323 -1.7154
H 5.3623 1.2818 -2.2416
H 6.1928 0.0791 -1.1948
C 1.4349 4.4023 -5.4166
O 1.8767 4.7446 -4.1026
C 1.2069 4.2989 -3.0653
O 0.1134 3.7852 -3.0301
O 1.8970 4.6098 -1.9656
C 1.3048 4.5841 -0.6710
H 1.0761 3.3728 -5.4256
H 2.2676 4.5657 -6.0911
H 0.5993 5.0640 -5.6530
H 0.3121 4.1432 -0.7351
H 1.2324 5.6171 -0.3338
H 1.9694 4.0548 0.0058
*
```

The value obtained for the orbital gap is 6.3359 eV. Its relative energy (zero: lowest compared OMol25 entry of this formula, charge and spin) is 0.0 kcal per mole.